63
Properties=species:S:1:pos:R:3:forces:R:3 method="wB97M-V/def2-TZVPD" spin_multiplicity=1 homo_lumo_gap_ha=0.2744 homo_energy_ev=-8.29 e_tot_ha=-24575.99972 fmax_ev_per_a=3.7 e_above_lowest_kcal_mol=14.25
Br 8.6204 7.6802 -3.1931 0.7809 -1.2334 -0.7299
Br 19.0303 6.5185 -0.0353 -2.0320 -0.2013 -0.4288
Br 7.5370 14.0193 -6.6233 0.3488 -1.2510 -0.4289
Br 16.0788 7.6464 0.8748 0.4547 -0.7854 -0.1792
Br 6.6600 11.9868 -8.9908 0.5169 0.0845 0.7898
Br 9.5878 11.5656 -7.6531 -0.9424 0.6247 0.1923
Br 16.5670 4.4034 0.3716 0.1466 1.1370 -0.2636
Br 11.7412 7.1548 -3.5698 -0.9655 -0.7465 -0.4619
Br 9.6334 5.9611 -5.9076 0.3216 0.5368 1.6821
O 4.9023 5.7493 -7.8470 -0.9055 0.1187 1.9105
O 3.6487 7.4514 -7.4729 0.1154 -0.8413 0.8732
O 9.3922 10.9604 -16.9602 0.2340 -0.4885 1.0571
O 11.4972 10.9776 -16.7345 1.3985 0.0098 0.4403
N 10.2845 1.0305 -11.5646 1.2602 1.7869 0.1075
N 11.3866 1.3479 -5.9814 -2.0951 1.2302 -0.0730
N 10.4099 10.7001 -16.3073 -1.3167 0.5953 -1.7897
N 4.1594 6.3987 -7.0976 0.0297 0.5016 -1.1684
C 9.9864 8.6199 -12.6656 0.3798 1.3445 -0.4923
C 11.5049 2.9085 -11.0170 -1.0019 -0.2088 -0.6074
C 10.2717 10.0278 -15.0360 -1.5357 -1.0530 0.6635
C 12.6529 1.4532 -5.6008 2.2247 -0.5636 -1.4257
C 11.3436 9.8973 -14.1522 0.8342 1.2650 -2.4840
C 2.9368 6.6818 -4.8476 0.1918 0.7591 -3.6199
C 10.2566 2.3635 -11.1344 -2.6022 -1.1375 0.1158
C 2.7279 6.3818 -3.5665 1.4269 -1.3940 3.0179
C 9.0174 9.4365 -14.7461 1.3259 0.7087 1.0525
C 11.2316 9.1588 -13.0585 -1.2500 -1.8900 2.8437
C 10.6125 1.0992 -4.8750 -0.1881 -0.8002 -1.2588
C 12.7912 0.9964 -4.3199 0.7322 0.0268 0.4046
C 4.4279 4.6539 -3.7058 0.1487 0.7962 -0.2539
C 11.4932 0.7853 -3.8847 -2.3578 -0.3253 1.3400
C 9.9641 6.3703 -3.9450 -0.2306 0.9783 -0.5584
C 11.5837 0.7429 -11.8309 1.5109 1.7651 0.4136
C 3.5842 5.4313 -2.9409 -1.0442 -0.3969 -0.8963
C 8.8685 8.9075 -13.4468 0.4586 -1.3904 -0.6187
C 12.3531 1.9223 -11.5056 0.2545 -3.2475 -0.8220
C 7.7253 12.1763 -7.3449 0.1356 0.1020 -0.3823
C 4.5693 4.9174 -5.0829 -0.2672 0.5130 -0.8582
C 16.9957 6.2477 -0.1754 0.5559 0.2003 0.9207
C 3.8551 5.9638 -5.6839 0.1923 -0.3171 1.8361
H 12.0817 8.9922 -12.4135 0.1357 0.0217 -0.0446
H 11.7443 3.9268 -10.7485 -0.0536 -0.1768 0.0624
H 2.3606 7.4837 -5.2851 0.0242 0.0506 -0.2540
H 13.3209 1.7610 -6.3917 0.5564 -0.1826 0.4153
H 9.2351 2.6968 -11.0259 0.2707 0.7356 0.4205
H 9.8568 5.4038 -3.4526 0.0753 0.4306 0.0492
H 7.3385 11.4672 -6.6130 -0.0533 0.4130 -0.1737
H 3.4743 5.1588 -1.9016 -0.0276 0.3399 0.1682
H 7.9313 8.4718 -13.1334 -0.2365 0.1443 -0.1422
H 5.2110 4.3499 -5.7406 0.2649 -0.1458 0.1984
H 11.0566 0.3958 -2.9769 0.7120 0.0884 0.4058
H 9.5372 1.0508 -4.9629 0.1387 -0.1369 0.1876
H 13.6567 0.7351 -3.7291 0.1836 0.4712 -0.3322
H 12.3336 10.2822 -14.3472 -0.1806 0.3966 -0.5402
H 11.0476 1.5312 -6.9150 0.0803 0.2360 0.3026
H 11.8502 -0.2207 -12.2393 0.2692 0.1790 0.1059
H 13.4261 1.9779 -11.6152 -0.0579 -0.0228 0.0450
H 9.4954 0.4554 -11.8230 0.1435 0.3304 0.2045
H 8.2247 9.3811 -15.4775 -0.0040 0.4011 0.0836
H 2.0434 6.8785 -2.8948 -0.2551 0.3446 -0.4658
H 9.9288 8.0829 -11.7303 -0.2510 -0.0605 -0.0145
H 16.5541 6.4330 -1.1546 0.8689 -0.3532 -0.0544
H 5.0234 3.9378 -3.1591 0.1517 -0.3170 -0.4875